# 1
The following is a DFT calculation (the ωB97M-V functional and the def2-TZVPD basis) of a 2-piece molecular cluster, C3H8ClIN3 overall at a distorted geometry.

```
16
Properties=species:S:1:pos:R:3:lowdin_charge:R:1
C -0.9809 -0.5142 -0.2521 -0.722
C 2.1032 1.9371 -0.7167 -0.755
C -1.4575 -0.9023 0.9834 -0.197
N -1.2222 -1.3360 -1.3830 0.040
N -1.8504 -2.1659 1.3656 0.089
N 2.3082 2.3128 0.5180 0.115
Cl -0.5287 1.1263 -0.6239 0.709
I 3.0890 0.5248 -1.8038 1.060
H 1.3578 2.4752 -1.3518 0.035
H -1.2463 -0.3408 1.7797 0.062
H -0.5882 -2.1304 -1.4053 0.100
H -2.2843 -2.7121 0.6297 0.099
H -2.0674 -2.3644 2.3042 0.082
H 3.0830 2.0155 1.0874 0.135
H 1.6042 2.8477 0.9999 0.137
H -1.3195 -0.7733 -2.1313 0.011
```

As for the calculated total energy: -28325.4597 eV. The calculation puts the max |F| at 0.084 Eh/bohr. Its charge is +1. As for the LUMO energy: -5.04 eV. Its frontier orbital gap is 5.6 eV.

# 2
The following is a DFT calculation (the ωB97M-V functional and the def2-TZVPD basis) of C3H8ClN as an isolated structure at a distorted geometry.

```
13
Properties=species:S:1:pos:R:3:lowdin_charge:R:1
C -0.9991 -0.6853 0.7009 -0.127
C 0.5416 -0.6163 0.3471 -0.502
C 0.9228 0.8986 -0.0085 -0.328
H -1.4116 0.3466 -0.1118 0.102
H -1.7438 -1.6513 0.5932 0.120
H -1.1334 -0.3657 1.7315 0.044
H 1.3714 -1.3281 0.6239 0.044
H 2.0231 0.4451 -0.2832 0.122
H 0.9900 1.5097 0.9935 0.138
H -0.4279 0.4288 -1.6918 0.131
H -1.0998 1.2184 -0.5213 0.019
N -0.1146 1.3494 -0.9699 -0.105
Cl 1.0813 -1.5499 -1.4035 0.342
```

As for the calculated total energy: -17248.0197 eV. The calculation puts the max |F| at 0.130 Eh/bohr. As for the LUMO energy: 0.62 eV. Its frontier orbital gap is 10.3 eV.

It is found that the highest occupied orbital energy values, taken in the order of the records, are -10.68; -9.70 eV.